(1)
A structure of composition C25H28N5O4OsSe2 in a non-equilibrium geometry. Source: the Open Molecules 2025 dataset; level of theory: the ωB97M-V functional and the def2-TZVPD basis.

Structure (XYZ):
```
65
Properties=species:S:1:pos:R:3
Os 0.06 0.32 0.35
C -3.74 1.87 1.47
C -2.45 1.14 1.37
N -1.51 1.46 0.49
N -1.65 2.45 -0.38
C -0.64 2.49 -1.25
O 0.31 1.64 -1.22
C -0.59 3.57 -2.24
C -1.68 4.40 -2.46
C -1.57 5.46 -3.34
C -0.37 5.69 -4.00
C 0.71 4.83 -3.82
C 0.60 3.77 -2.95
C -2.06 0.09 2.26
C -2.87 -0.44 3.26
C -2.35 -1.37 4.13
C -1.01 -1.73 4.02
C -0.27 -1.23 2.96
N -0.78 -0.38 2.06
H -3.75 2.67 0.74
H -3.86 2.29 2.47
H -4.59 1.21 1.28
H -2.61 4.21 -1.94
H -2.41 6.11 -3.51
H -0.27 6.54 -4.65
H 1.63 5.00 -4.36
H 1.42 3.08 -2.79
H -3.90 -0.12 3.33
H -2.97 -1.81 4.90
H -0.54 -2.38 4.73
H 0.76 -1.52 2.80
O -2.84 -3.44 -2.51
C -1.58 -3.86 -2.03
C -1.60 -3.79 -0.49
C -2.07 -5.17 0.05
O -2.19 -5.18 1.45
C -2.62 -2.76 -0.03
Se -2.51 -1.09 -1.02
C -0.21 -3.49 0.07
Se 0.73 -1.87 -0.60
H -2.85 -3.48 -3.47
H -0.79 -3.20 -2.42
H -1.36 -4.88 -2.36
H -1.38 -5.94 -0.30
H -3.06 -5.37 -0.36
H -1.41 -5.57 1.84
H -2.51 -2.56 1.04
H -3.63 -3.13 -0.21
H 0.48 -4.30 -0.19
H -0.27 -3.41 1.16
N 7.46 0.61 -0.18
C 6.68 1.22 0.72
O 7.11 1.91 1.62
C 5.19 1.01 0.58
C 4.54 0.58 -0.57
C 3.16 0.43 -0.53
N 2.43 0.67 0.55
C 3.04 1.14 1.63
C 4.41 1.33 1.69
H 8.46 0.75 -0.10
H 7.13 0.00 -0.90
H 5.07 0.36 -1.48
H 2.63 0.08 -1.41
H 2.41 1.38 2.48
H 4.89 1.72 2.57
```

Summary:
orbital gap (alpha / beta)	6.3 / 5.4	eV
lowest unoccupied orbital energy (alpha / beta)	-3.74 / -4.71	eV
E	-175172.437	eV
strongest force on any atom	2.0	eV Å⁻¹
net charge	+1
⟨S²⟩	6.059
2S+1	5

(2)
A structure of composition C13H26F6N4O5S2 in a non-equilibrium geometry. Source: the Open Molecules 2025 dataset; level of theory: the ωB97M-V functional and the def2-TZVPD basis.

Structure (XYZ):
```
56
Properties=species:S:1:pos:R:3
C 2.25 -2.12 -5.23
C 1.35 -0.97 -4.78
N 0.84 -1.32 -3.44
N 0.23 -0.21 -2.72
C -0.57 0.64 -3.64
C 1.30 0.59 -2.00
C 0.87 1.99 -1.55
C 1.86 2.56 -0.54
N 3.00 3.14 -1.11
O 1.62 2.57 0.65
C -0.75 -0.79 -1.67
C -0.50 -2.23 -1.28
C -1.36 -2.64 -0.07
C -0.98 -4.07 0.33
C -1.18 -1.67 1.09
H 2.76 -2.60 -4.39
H 2.97 -1.77 -5.97
H 1.65 -2.90 -5.71
H 1.92 -0.04 -4.78
H 0.52 -0.91 -5.48
H 1.65 -1.58 -2.89
H 0.07 1.30 -4.21
H -1.15 -0.01 -4.30
H -1.27 1.24 -3.05
H 2.12 0.68 -2.72
H 1.60 -0.01 -1.15
H -0.10 1.95 -1.04
H 0.80 2.66 -2.40
H 3.58 3.53 -0.38
H 3.53 2.49 -1.69
H -1.76 -0.67 -2.06
H -0.67 -0.16 -0.78
H 0.55 -2.36 -0.98
H -0.71 -2.91 -2.11
H -2.41 -2.67 -0.38
H -1.81 -4.58 0.83
H -0.70 -4.66 -0.55
H -0.10 -4.06 0.99
H -0.14 -1.35 1.16
H -1.51 -2.07 2.04
H -1.75 -0.75 0.91
C -1.43 3.01 2.91
F -1.51 2.91 1.58
F -0.42 3.82 3.21
F -2.56 3.58 3.34
S -1.21 1.33 3.63
O 0.04 0.87 3.09
O -2.38 0.61 3.22
N -1.17 1.77 5.14
S -0.99 0.68 6.27
O 0.31 0.07 6.32
O -2.13 -0.18 6.46
C -1.04 1.85 7.69
F -2.19 2.51 7.74
F -0.05 2.74 7.62
F -0.90 1.16 8.83
```

Summary:
orbital gap	7.2	eV
lowest unoccupied orbital energy	-0.88	eV
E	-68072.701	eV
strongest force on any atom	1.0	eV Å⁻¹
net charge	0
2S+1	1

(3)
A structure of composition C51H58BaN6O2Si in a non-equilibrium geometry. Source: the Open Molecules 2025 dataset; level of theory: the ωB97M-V functional and the def2-TZVPD basis.

Structure (XYZ):
```
119
Properties=species:S:1:pos:R:3
Ba -0.05 -0.13 -0.36
C 2.48 -2.78 -2.67
C 2.45 -1.91 -3.92
C 1.16 -1.17 -4.17
C 1.12 -0.18 -5.14
C -0.10 0.41 -5.45
C -1.23 -0.02 -4.77
C -1.08 -1.01 -3.81
N 0.08 -1.57 -3.52
N 2.69 -2.10 -1.40
C 3.94 -1.36 -1.37
C 3.82 0.01 -1.97
C 4.88 0.57 -2.69
C 4.73 1.84 -3.22
C 3.54 2.52 -3.01
C 2.56 1.89 -2.27
N 2.69 0.67 -1.76
C 2.58 -3.10 -0.35
C 2.85 -2.67 1.06
C 3.12 -3.65 2.01
C 3.31 -3.28 3.33
C 3.24 -1.93 3.65
C 2.98 -1.02 2.64
N 2.78 -1.38 1.38
H 3.28 -3.54 -2.81
H 1.52 -3.29 -2.61
H 2.59 -2.57 -4.78
H 3.28 -1.20 -3.93
H 2.02 0.12 -5.65
H -0.16 1.17 -6.21
H -2.20 0.39 -4.98
H -1.94 -1.37 -3.26
H 4.76 -1.92 -1.86
H 4.21 -1.21 -0.32
H 5.79 0.01 -2.84
H 5.53 2.29 -3.79
H 3.38 3.50 -3.41
H 1.61 2.37 -2.07
H 3.25 -3.96 -0.57
H 1.55 -3.46 -0.37
H 3.18 -4.69 1.72
H 3.51 -4.02 4.09
H 3.39 -1.58 4.66
H 2.93 0.04 2.83
C -1.36 3.47 -3.21
C -1.55 2.18 -2.44
O -0.55 1.67 -1.92
C -2.87 1.61 -2.36
C -3.95 2.18 -3.06
C -5.21 1.65 -3.01
C -5.44 0.50 -2.25
C -4.43 -0.09 -1.56
C -3.09 0.43 -1.57
O -2.18 -0.15 -0.91
H -0.33 3.80 -3.09
H -2.01 4.25 -2.82
H -1.56 3.33 -4.26
H -3.78 3.07 -3.66
H -6.02 2.11 -3.56
H -6.44 0.08 -2.22
H -4.60 -0.98 -0.98
C -0.52 -3.00 3.17
N -1.57 -2.64 2.23
C -2.44 -1.62 2.80
C -2.35 -3.80 1.84
C -1.59 -4.79 0.95
N -1.09 -4.22 -0.29
C -2.14 -3.60 -1.08
C -0.45 -5.27 -1.07
H -0.92 -3.58 4.02
H -0.06 -2.09 3.55
H 0.24 -3.58 2.66
H -2.94 -1.97 3.72
H -3.18 -1.34 2.06
H -1.85 -0.73 3.03
H -3.24 -3.45 1.30
H -2.71 -4.36 2.72
H -2.28 -5.63 0.74
H -0.74 -5.19 1.50
H -3.02 -4.26 -1.18
H -1.76 -3.37 -2.07
H -2.44 -2.67 -0.60
H -1.14 -6.09 -1.32
H 0.39 -5.69 -0.52
H -0.08 -4.85 -2.01
C -4.50 2.54 3.74
C -4.36 2.19 2.41
C -3.09 2.00 1.88
C -1.94 2.19 2.64
C -2.12 2.59 3.97
C -3.38 2.74 4.52
Si -0.22 1.87 1.84
C 0.18 3.49 0.90
C -0.79 4.43 0.58
C -0.48 5.54 -0.19
C 0.81 5.73 -0.65
C 1.79 4.79 -0.35
C 1.47 3.69 0.41
C 0.87 1.96 3.42
C 1.78 2.98 3.68
C 2.53 3.01 4.84
C 2.38 2.01 5.78
C 1.47 0.99 5.56
C 0.74 0.97 4.39
H -5.49 2.66 4.18
H -5.23 2.06 1.78
H -2.98 1.70 0.85
H -1.25 2.78 4.58
H -3.48 3.04 5.55
H -1.80 4.29 0.94
H -1.25 6.26 -0.43
H 1.06 6.60 -1.24
H 2.80 4.93 -0.72
H 2.23 2.95 0.62
H 1.89 3.78 2.95
H 3.23 3.81 5.01
H 2.96 2.03 6.70
H 1.34 0.21 6.30
H 0.02 0.17 4.22
```

Summary:
orbital gap	6.2	eV
lowest unoccupied orbital energy	0.27	eV
E	-75437.212	eV
strongest force on any atom	4.5	eV Å⁻¹
net charge	0
2S+1	1